Record 1
7 unconnected molecules or ions with the total composition C26H42F9NO15 at a distorted geometry. Source: the Open Molecules 2025 dataset; level of theory: the ωB97M-V functional and the def2-TZVPD basis.

The geometry in ORCA input format:
```
! RIJCOSX wB97M-V def2-TZVPD def2/J DEFGRID3
* xyz 0 1
C -2.692 3.162 2.835
H 2.405 -0.632 4.189
C -2.532 -0.204 7.176
C -4.429 2.404 -1.395
C -1.752 -4.645 -2.126
O -0.819 -1.718 3.737
H 0.110 0.745 -1.238
C 2.333 -2.550 -4.045
H 1.694 -2.539 3.259
O -3.073 3.304 0.409
H 4.073 5.525 -3.794
F -1.949 4.244 2.623
F -2.590 -6.059 -6.050
C -0.446 -2.056 4.787
H -2.840 -0.948 7.888
H 1.083 3.955 -0.898
H 0.520 -3.844 3.128
H -0.704 -0.606 -2.162
H -4.482 2.014 -2.377
H 2.226 1.202 -0.442
O 4.281 4.526 -2.060
F 1.811 -3.767 -3.946
O 1.761 3.604 1.040
C 2.732 0.260 3.646
F 2.936 -2.341 -5.183
H -2.761 -4.812 -1.722
H -3.387 0.408 7.003
H 4.132 0.921 -2.343
H -4.937 3.342 -1.335
H -1.849 -1.988 1.172
O -0.042 2.209 1.174
O 1.561 -0.288 -3.429
O 1.845 1.994 2.479
H 1.195 1.654 -3.151
F -1.255 -4.428 -6.348
C -0.035 -1.741 0.172
H -0.910 -6.529 -1.446
C 3.690 5.600 -2.763
O -0.986 -1.726 5.991
H -2.357 1.853 -0.713
O -3.523 1.365 1.555
C 1.182 4.462 0.070
N 1.058 -2.063 0.189
H -4.990 1.759 -0.730
C 1.210 -3.357 3.826
C 3.700 3.347 -2.013
O 4.425 2.615 -1.154
C -3.048 2.666 -0.919
H 5.215 0.834 -0.996
H 1.836 5.332 0.102
H 3.387 -0.052 2.867
F -3.318 -4.079 -6.645
F -1.965 2.281 3.533
H -1.937 -1.528 -0.605
C -1.379 -1.378 0.365
C 0.620 0.737 -3.333
C -3.163 2.521 1.479
C -2.418 -4.729 -5.873
C 1.171 -1.493 -3.904
H 1.920 -4.090 4.123
C -2.079 -0.825 5.918
C 3.196 0.659 -0.350
C -2.623 -4.356 -4.381
H 1.001 0.189 2.329
H -1.769 0.327 7.798
C -0.387 0.458 -2.194
H 0.333 -5.231 -1.851
C 4.257 1.180 -1.322
H -1.911 -0.077 5.158
F -3.709 3.595 3.641
C 1.080 2.568 1.532
H -0.556 -5.140 -0.419
H 0.001 0.819 -4.256
H 2.886 -0.378 -0.469
H 3.124 0.903 4.390
O -3.346 -3.458 -4.101
C -0.640 -5.453 -1.466
H 0.719 1.096 3.935
H 3.557 0.865 0.650
H 2.609 5.347 -2.757
H -1.536 -3.580 -2.088
O 2.719 2.974 -2.630
C 1.438 0.832 3.117
O -1.823 -5.036 -3.558
O 0.084 -1.726 -4.351
H 4.095 6.578 -2.391
H -2.939 -1.327 5.406
H 0.147 4.704 0.308
H -1.277 1.018 -2.350
O 0.537 -2.933 5.038
F 3.275 -2.371 -3.122
H -2.542 3.405 -1.486
H -1.467 -0.282 0.641
*
```

Properties
Total energy, eV: -84303.1783
ΔE to the lowest compared entry with this formula, charge and spin, kJ/mol: 0.0
Frontier orbital gap, eV: 11.27
Structure (SMILES): CCOC(=O)C(F)(F)F.CCOC(=O)C(F)(F)F.CCOC(=O)C(F)(F)F.CCOC(=O)OC.CCOC(=O)OC.CCOC(=O)OC.CC#N

---

Record 2
A single C7H15FNO4P molecule at a distorted geometry. Source: the Open Molecules 2025 dataset; level of theory: the ωB97M-V functional and the def2-TZVPD basis.

The geometry in ORCA input format:
```
! RIJCOSX wB97M-V def2-TZVPD def2/J DEFGRID3
* xyz 0 1
C -3.525 1.603 0.547
C 3.143 1.890 -0.958
H 2.329 -1.965 -0.210
H 2.988 1.210 -1.728
N -3.367 -0.746 0.134
C 1.796 -2.873 -0.138
H 2.128 -3.647 -0.827
O 1.600 0.176 -0.183
H 2.623 1.327 1.152
C 2.101 1.512 0.097
H 0.030 -2.058 -1.156
P 0.213 -0.092 0.658
H -1.313 0.033 -1.358
H -2.957 2.462 0.517
F -0.945 1.888 -0.696
H 2.014 -3.153 0.921
C -1.176 0.540 -0.397
H -4.116 1.439 1.511
H -2.210 0.053 1.502
O 0.226 0.731 1.879
O -0.052 -1.630 0.835
H -0.466 -3.396 -0.008
H 4.064 1.686 -0.495
O -2.942 -1.606 -0.584
C 0.356 -2.560 -0.239
H 1.290 2.275 0.385
C -2.549 0.321 0.437
H -4.237 1.635 -0.404
H 2.954 2.945 -1.193
*
```

Properties
Total energy, eV: -29186.3949
Frontier orbital gap, eV: 9.34
Structure (SMILES): CCOP(=O)(OCC)[C@H](F)[C@@H](C)N=O

---

Record 3
A single C12H15N molecule at a distorted geometry. Source: the Open Molecules 2025 dataset; level of theory: the ωB97M-V functional and the def2-TZVPD basis.

The geometry in ORCA input format:
```
! RIJCOSX wB97M-V def2-TZVPD def2/J DEFGRID3
* xyz 0 1
C -2.130 0.063 1.468
C 0.656 -0.589 1.125
H 2.014 -2.215 1.147
C -3.209 0.518 0.625
C -3.063 0.428 -0.740
C -1.935 -0.012 -1.465
C 0.582 -0.663 -1.118
H -1.748 0.134 -2.558
H 1.865 -2.509 -1.117
H 2.270 3.266 -0.784
H 0.220 1.892 -0.254
C 2.195 2.487 0.049
H -4.163 0.922 1.073
H 0.853 -0.182 2.110
H -3.904 0.765 -1.310
N 1.136 1.512 -0.230
H 0.886 -0.624 -2.186
C -0.774 -0.263 -0.650
H 0.115 -2.842 -1.026
H 2.370 -0.175 0.076
C 0.894 -2.230 -0.714
H 3.158 1.912 0.198
C 1.051 -2.063 0.808
H 1.970 3.055 0.943
C -0.879 -0.177 0.692
H 0.407 -2.773 1.358
H -2.131 0.216 2.548
C 1.295 0.144 -0.070
*
```

Properties
Total energy, eV: -14175.2177
ΔE to the lowest compared entry with this formula, charge and spin, kJ/mol: 282.8
Frontier orbital gap, eV: 9.00
Structure (SMILES): CN[C@H]1[C@@H]2CC[C@H]1c1ccccc12

---

Record 4
2 unconnected molecules or ions with the total composition C16H20N2O7PS at a distorted geometry. Source: the Open Molecules 2025 dataset; level of theory: the ωB97M-V functional and the def2-TZVPD basis.

The geometry in ORCA input format:
```
! RIJCOSX wB97M-V def2-TZVPD def2/J DEFGRID3
* xyz 1 1
O 4.920 -1.309 3.767
N 2.201 -3.668 0.887
C 4.309 1.245 -0.502
C 5.441 -0.818 2.589
H -5.797 1.118 -5.291
H 0.230 -2.103 0.878
O 6.635 -0.703 2.489
H -0.096 -0.213 2.099
C -3.567 0.823 -2.671
H -2.132 1.171 0.305
C 1.274 -1.033 -0.840
H -5.198 3.760 -1.871
H 2.341 -3.388 -0.086
C -0.303 0.036 1.016
C 2.588 -0.472 -0.219
H 5.497 -2.069 3.996
O -2.744 -1.002 3.259
O -2.687 0.084 -2.261
H 6.053 1.288 0.907
C 4.590 -0.353 1.381
C 5.087 0.797 0.628
O -1.754 1.393 3.432
C -4.295 0.521 -3.923
C -3.948 2.053 -1.940
C -4.908 2.857 -2.392
H -0.808 -1.512 -0.453
H 3.705 -3.067 2.686
P 2.698 -2.503 1.855
H -4.004 -0.383 -4.443
O -6.511 3.285 -4.057
S -2.606 0.525 2.636
H 0.926 -0.300 -1.627
H -2.435 -0.576 0.518
C 0.094 -1.249 0.172
H 4.678 2.100 -1.111
C -5.255 1.324 -4.377
H 1.527 -1.984 -1.372
C -5.637 2.555 -3.646
H -1.832 -1.322 3.437
C 3.317 -0.994 0.935
C -1.874 0.292 0.955
O -3.966 1.014 2.485
H 2.667 1.007 -1.697
H 0.296 0.944 0.760
H 1.551 -2.062 2.601
N 3.140 0.630 -0.868
H -3.407 2.260 -1.025
*
```

Properties
Total energy, eV: -54341.9741
Frontier orbital gap, eV: 6.47

---

Record 5
A single C5H9NO molecule at a distorted geometry. Source: the Open Molecules 2025 dataset; level of theory: the ωB97M-V functional and the def2-TZVPD basis.

The geometry in ORCA input format:
```
! RIJCOSX wB97M-V def2-TZVPD def2/J DEFGRID3
* xyz 0 1
H -2.043 -0.352 -0.934
H 1.227 0.979 0.714
H 2.966 -0.967 0.489
C 0.195 0.379 -1.130
C -1.348 -0.220 1.135
H -0.430 0.036 1.665
C -1.255 0.106 -0.317
H -0.271 -0.682 -1.144
O 1.284 -1.930 -0.049
N -0.821 1.360 -0.802
H -1.554 -1.285 1.292
C 1.935 -0.918 0.087
H 2.227 1.026 -0.714
H -2.168 0.364 1.560
H -1.357 1.649 -1.609
C 1.414 0.454 -0.239
*
```

Properties
Total energy, eV: -8864.7611
ΔE to the lowest compared entry with this formula, charge and spin, kJ/mol: 429.5
Frontier orbital gap, eV: 9.40
Structure (SMILES): C[C@H]1N[C@H]1CC=O

---

Record 6
A molecular structure, C3H5CoO5 at a distorted geometry. Source: the Open Molecules 2025 dataset; level of theory: the ωB97M-V functional and the def2-TZVPD basis.

The geometry in ORCA input format:
```
! RIJCOSX wB97M-V def2-TZVPD def2/J DEFGRID3
* xyz 1 6
O 4.494 -0.396 -3.174
H 3.921 -1.157 -5.010
H 4.935 -2.246 -4.042
H 1.916 -1.675 -3.527
O 2.037 -0.456 -0.414
O 3.942 -1.202 0.260
Co 3.668 -0.590 -1.577
H 3.670 -3.898 -3.118
C 2.895 -2.157 -3.411
O 2.804 -3.498 -3.317
H 1.059 -0.510 -0.345
C 4.130 -1.484 -3.970
O 2.106 -1.677 1.499
C 2.726 -1.117 0.618
*
```

Properties
Total energy, eV: -51044.7016
⟨S²⟩: 8.77
ΔE to the lowest compared entry with this formula, charge and spin, kJ/mol: 0.0
Frontier orbital gap (spin up / spin down), eV: 9.47 / 6.12